The following is a DFT calculation (the ωB97M-V functional and the def2-TZVPD basis) of a 11-piece molecular cluster, C44H100N4O25 overall at a distorted geometry.

```
173
Properties=species:S:1:pos:R:3:forces:R:3
O 9.308 -25.719 -11.512 -0.3 -1.2 -2.0
O 25.809 -29.754 -9.168 -1.2 1.1 1.0
O 8.182 -26.666 -13.278 1.1 -0.9 -0.5
O 21.444 -27.679 -12.541 -0.4 0.0 -0.9
O 26.009 -25.779 -14.052 3.3 -0.1 0.6
O 24.241 -24.123 -21.588 -0.6 0.2 -0.3
O 16.650 -32.445 -6.457 0.4 0.8 -0.4
O 20.973 -36.256 -9.438 -1.7 -1.3 -0.8
O 10.360 -26.472 -13.425 -1.8 -0.5 0.3
O 23.138 -33.449 -16.417 0.2 0.5 1.6
O 21.918 -19.998 -3.990 0.3 -1.3 -0.8
O 28.156 -19.914 -14.200 -1.5 -0.9 -0.6
O 26.884 -20.215 -15.858 -3.1 -0.9 0.4
O 25.144 -33.599 -15.571 -0.5 0.4 -2.3
O 22.262 -24.760 -20.876 -0.7 1.6 -0.3
O 27.957 -25.089 -13.039 0.6 -0.1 0.0
O 24.831 -33.200 -17.898 -0.4 0.0 2.8
O 16.457 -22.791 -19.549 1.3 -0.2 1.3
O 24.026 -25.961 -20.243 0.5 -0.1 0.1
O 29.062 -20.297 -16.244 0.3 -0.5 0.2
O 19.545 -37.806 -10.221 -0.6 1.5 -0.6
O 19.353 -35.710 -11.044 1.5 -1.3 1.5
O 28.112 -26.291 -14.884 -0.8 0.7 1.6
O 17.822 -31.349 -8.076 -0.5 1.1 -1.0
O 18.867 -32.050 -6.387 0.6 -0.1 1.6
N 18.902 -20.405 -21.130 -0.4 -0.3 -0.3
N 23.060 -27.159 -8.734 0.4 1.3 -0.3
N 21.768 -24.753 -12.615 0.2 -0.2 0.1
N 23.612 -22.653 -6.107 0.6 -0.1 -0.3
C 21.250 -26.848 -21.497 0.0 0.9 0.7
C 26.565 -33.714 -15.683 1.3 0.9 0.6
C 21.938 -18.592 -3.888 0.3 0.1 1.2
C 22.018 -31.834 -18.068 0.1 -1.2 0.5
C 26.721 -30.001 -10.208 0.3 -0.5 0.1
C 22.704 -22.168 -5.100 -0.6 0.5 1.4
C 20.143 -24.568 -14.403 -0.6 -0.8 -0.8
C 23.982 -28.172 -8.205 -0.9 -1.3 -0.2
C 27.264 -24.157 -12.178 -0.9 -0.3 -0.5
C 19.911 -36.500 -10.300 0.0 0.4 0.1
C 16.670 -31.248 -8.966 0.0 -0.9 -0.2
C 12.741 -26.569 -13.947 -1.0 -0.4 0.2
C 27.577 -26.963 -16.045 0.4 -0.2 -0.3
C 27.255 -25.754 -13.949 -2.7 0.1 -2.0
C 24.952 -20.043 -17.294 0.6 -0.3 -0.6
C 9.258 -26.257 -12.616 1.4 1.2 1.3
C 21.057 -26.884 -13.677 -0.1 0.5 0.5
C 25.606 -24.242 -22.040 0.6 -0.9 0.9
C 17.103 -30.726 -10.331 0.3 0.2 -0.5
C 17.121 -21.990 -20.492 -0.4 2.0 0.2
C 23.127 -29.311 -7.753 -0.3 -1.7 0.0
C 19.014 -39.880 -9.043 0.5 -0.5 -0.3
C 17.954 -20.120 -18.893 -0.5 -0.7 1.3
C 24.404 -33.347 -16.752 1.8 -1.0 -1.1
C 22.970 -22.894 -3.787 0.1 0.6 1.1
C 29.348 -19.511 -13.677 2.4 0.7 1.3
C 18.971 -32.696 -5.100 0.3 -0.4 0.6
C 21.495 -34.954 -9.411 -0.2 0.8 0.0
C 22.121 -33.275 -17.370 -0.6 0.9 -1.5
C 21.321 -25.734 -20.415 0.9 -2.3 -0.7
C 11.634 -26.079 -12.967 1.7 0.6 0.2
C 17.658 -31.947 -6.915 -0.8 -1.4 0.2
C 22.849 -20.631 -4.927 -0.9 0.6 0.1
C 19.878 -38.596 -9.109 0.4 -1.4 1.3
C 15.366 -23.473 -20.052 -0.6 -1.2 -0.2
C 18.338 -21.116 -19.971 -0.8 -0.5 -0.3
C 6.901 -26.757 -12.699 -1.0 0.5 0.1
C 26.436 -20.554 -17.162 -1.7 1.2 -0.8
C 27.638 -28.485 -15.828 -0.2 0.6 -0.1
C 20.669 -25.461 -13.253 -0.2 0.6 0.0
C 25.017 -28.513 -9.288 1.4 -0.2 -1.0
C 23.554 -25.029 -20.831 1.1 -0.5 -0.6
C 28.113 -20.221 -15.507 2.1 1.2 -0.2
C 21.686 -29.017 -12.990 0.4 0.6 0.8
H 6.786 -27.339 -11.784 0.8 0.3 0.3
H 17.785 -20.685 -17.977 0.1 0.1 0.3
H 21.090 -31.863 -18.638 0.0 0.1 -0.1
H 20.204 -27.343 -14.178 0.0 -0.2 -0.2
H 27.482 -29.235 -10.353 -0.3 0.5 -0.1
H 15.663 -24.320 -20.670 0.2 0.0 -0.5
H 21.922 -26.824 -14.336 0.0 -0.1 -0.4
H 15.838 -30.699 -8.525 0.4 0.4 0.2
H 27.110 -29.073 -16.578 -0.2 0.3 -0.1
H 27.120 -32.835 -16.010 -0.8 0.6 -0.8
H 22.732 -18.295 -3.203 0.5 0.1 -0.1
H 22.145 -34.850 -8.543 0.2 -0.4 -0.2
H 19.898 -25.553 -12.488 -0.3 0.0 0.0
H 21.042 -18.283 -3.351 -0.3 -0.3 -0.2
H 19.514 -19.657 -20.833 0.6 -0.3 0.5
H 20.317 -25.338 -20.261 0.5 0.7 -0.1
H 20.005 -23.504 -14.207 0.4 -0.2 0.6
H 22.602 -27.423 -9.594 0.7 -0.5 -0.6
H 22.342 -29.002 -7.063 0.3 0.2 0.3
H 22.670 -20.083 -5.852 0.2 -0.3 -0.5
H 17.714 -31.409 -10.921 0.3 -0.4 0.5
H 29.884 -18.781 -14.284 -0.4 0.3 -0.1
H 24.622 -28.503 -10.304 -0.7 -0.2 0.0
H 22.828 -31.512 -18.721 0.1 -0.8 -0.1
H 14.649 -22.876 -20.616 0.1 0.4 -0.1
H 12.425 -26.318 -14.960 0.2 0.0 -0.1
H 22.586 -22.336 -2.932 -0.8 0.1 -0.1
H 22.085 -25.324 -11.845 0.1 0.0 0.4
H 18.365 -40.024 -9.908 -0.3 0.5 0.2
H 16.291 -32.267 -9.037 -0.1 -0.1 -0.3
H 29.145 -19.119 -12.680 -0.1 0.3 -0.2
H 27.206 -28.716 -14.854 0.2 -0.2 0.0
H 18.379 -33.604 -4.981 0.1 -0.1 -0.8
H 27.029 -34.519 -16.254 -1.0 -0.4 -0.1
H 26.586 -23.565 -12.793 -0.1 0.0 0.1
H 28.686 -28.771 -15.915 0.0 -0.2 0.5
H 23.711 -30.114 -7.303 0.0 -0.1 0.2
H 30.104 -20.276 -13.500 -0.3 -0.7 -0.3
H 17.016 -19.577 -19.006 -0.1 -0.1 -0.7
H 20.030 -32.897 -4.938 -0.1 -0.1 -0.4
H 26.974 -33.724 -14.673 -0.6 -0.7 0.3
H 11.691 -24.991 -12.920 -0.2 0.1 0.0
H 26.201 -24.951 -21.464 -0.4 -0.1 0.5
H 19.026 -21.863 -19.574 0.5 0.3 0.0
H 18.675 -32.138 -4.212 -0.3 0.9 -0.5
H 24.861 -18.964 -17.170 0.1 -0.1 0.4
H 24.199 -20.581 -16.717 0.5 0.1 0.7
H 20.753 -29.537 -13.209 0.0 0.0 -0.1
H 28.302 -26.700 -16.815 0.0 0.0 0.0
H 17.653 -29.785 -10.330 0.0 0.1 0.5
H 26.635 -26.529 -16.379 -0.2 -0.3 0.5
H 21.700 -22.533 -5.315 -0.5 1.0 -0.4
H 12.897 -27.646 -13.886 -0.4 -0.1 -0.1
H 14.815 -23.962 -19.248 0.1 0.4 0.4
H 20.950 -38.795 -9.138 0.0 -0.2 0.0
H 19.568 -40.819 -9.036 0.7 0.2 -0.1
H 24.526 -27.893 -7.303 0.0 0.9 -0.2
H 24.581 -20.236 -18.300 0.4 0.0 -0.4
H 19.689 -38.139 -8.138 0.1 0.8 -0.3
H 27.307 -30.882 -9.948 -0.2 -0.1 0.4
H 17.402 -22.527 -21.398 0.1 -0.1 0.0
H 11.849 -26.421 -11.954 -0.3 -0.2 0.0
H 16.280 -30.553 -11.024 -0.5 0.0 0.5
H 27.064 -19.993 -17.854 0.0 -0.3 -0.2
H 22.355 -29.020 -13.851 -0.1 0.0 -0.2
H 21.175 -33.512 -16.884 0.2 0.6 0.6
H 21.950 -31.006 -17.362 -0.3 -0.4 0.5
H 20.691 -34.241 -9.227 0.0 0.2 -0.5
H 21.679 -26.226 -19.510 0.0 0.4 0.3
H 22.539 -24.781 -13.266 0.4 0.3 -0.2
H 6.259 -27.286 -13.403 0.3 0.2 -0.3
H 26.410 -21.617 -17.399 0.6 -0.1 0.4
H 18.492 -39.939 -8.088 -0.5 0.3 -0.3
H 18.711 -19.366 -18.677 0.3 -0.2 -0.2
H 26.240 -30.282 -11.145 -0.3 0.4 -0.3
H 20.719 -24.639 -15.326 0.7 0.0 0.2
H 18.146 -19.832 -21.477 -0.5 -0.1 -0.5
H 25.745 -24.604 -23.058 -0.9 0.2 -0.2
H 27.956 -23.472 -11.687 0.3 -0.5 -0.2
H 22.180 -34.143 -18.027 0.4 0.5 -0.9
H 22.196 -27.380 -21.597 0.0 0.1 0.2
H 20.477 -27.545 -21.175 -0.1 -0.1 -0.5
H 26.125 -23.289 -21.937 -0.6 0.2 0.0
H 22.567 -29.757 -8.576 0.1 -0.1 -0.3
H 23.213 -23.508 -6.467 0.3 -0.1 -0.3
H 22.222 -27.043 -8.182 0.3 0.0 0.9
H 22.216 -29.515 -12.178 -0.2 -0.1 0.0
H 25.697 -27.661 -9.305 0.4 0.1 0.1
H 23.889 -20.484 -4.637 0.2 0.3 0.3
H 13.740 -26.174 -13.760 -0.3 0.6 0.2
H 22.018 -34.798 -10.355 0.0 0.5 0.2
H 6.533 -25.738 -12.579 -0.2 -0.1 0.3
H 16.344 -21.249 -20.682 0.0 0.5 -1.1
H 23.764 -22.016 -6.876 -0.2 0.1 -0.1
H 24.009 -22.926 -3.460 0.3 -0.6 -0.8
H 19.169 -24.875 -14.784 -0.3 -0.4 0.4
H 22.010 -17.969 -4.780 0.1 -0.5 -0.5
H 26.675 -24.710 -11.447 0.1 0.1 0.0
H 21.052 -26.342 -22.442 -0.4 -0.4 -0.1
H 22.462 -23.858 -3.808 0.5 -0.2 0.2
```
Positions in Å, forces in eV/Å.

Summary:
- Gap between HOMO and LUMO: 0.3410 hartree
- HOMO: -9.1 eV
- LUMO energy: 0.183 eV